[1]
C7H14F3INO4S | ωB97M-V with the def2-TZVPD basis set

Last column: Löwdin charge in e.
Geometry (Å):
C1 2.47910 -2.07212 2.12886  -0.13
O1 2.56993 -1.70509 0.76882  -0.19
C2 2.62795 -0.31756 0.52034  -0.23
C3 1.47387 0.47814 1.07820  -0.26
N1 0.21872 0.02951 0.51374  -0.05
C4 -0.94730 0.83448 0.85571  -0.30
C5 -1.94955 0.17534 1.78344  -0.74
C6 -2.70364 -0.97165 1.08628  -0.15
I1 -1.06896 -0.49707 3.63506  0.79
H1 3.07150 -2.97553 2.27655  0.08
H2 1.44491 -2.29195 2.40652  0.05
H3 2.87345 -1.29547 2.78912  0.08
H4 2.61575 -0.20548 -0.56366  0.13
H5 3.57594 0.09062 0.89638  0.12
H6 1.63431 1.50807 0.74870  0.12
H7 1.49640 0.48831 2.17881  0.07
H8 0.04980 -0.95010 0.70527  0.10
H9 -0.62385 1.80182 1.23729  0.12
H10 -1.52052 0.98624 -0.06670  0.11
H11 -2.65796 0.93097 2.11061  0.06
H12 -2.28853 -1.14525 0.09429  0.08
H13 -3.75641 -0.71801 0.98414  0.08
H14 -2.64411 -1.90688 1.63734  0.04
C7 0.07419 1.40742 -3.58994  -0.68
F1 0.84520 0.31051 -3.54851  0.10
F2 0.23588 2.05355 -2.42114  0.09
F3 0.56476 2.20453 -4.55394  0.10
S1 -1.69603 0.99070 -3.88966  0.42
O2 -2.01256 0.15353 -2.74872  -0.35
O3 -1.66167 0.31270 -5.16504  -0.34
O4 -2.32052 2.29573 -3.88818  -0.34

Computed properties:
Net charge = -1



[2]
C9H10NO4S2 | ωB97M-V with the def2-TZVPD basis set

Last column: Löwdin charge in e.
Geometry (Å):
C1 -2.56706 -1.79069 -1.39527  -0.20
C2 -1.13049 -1.66163 -0.92012  -0.24
N1 -0.48857 -0.57132 -1.66546  -0.20
C3 0.91025 -0.48742 -1.50383  -1.37
S1 1.73664 -1.86057 -1.00937  0.43
S2 1.67973 0.97843 -1.77317  0.44
C4 -1.20130 0.70477 -1.52745  -0.23
C5 -2.62605 0.49968 -2.01214  -0.20
O1 -3.28398 -0.55565 -1.30396  -0.16
H1 -2.55344 -2.16076 -2.43490  0.12
H2 -3.12767 -2.48167 -0.74930  0.12
H3 -1.11931 -1.46279 0.17097  0.12
H4 -0.60496 -2.60512 -1.11558  0.06
H5 -1.21249 1.04519 -0.47186  0.13
H6 -0.71359 1.46606 -2.14876  0.06
H7 -3.23924 1.38910 -1.80814  0.12
H8 -2.59369 0.28900 -3.09518  0.12
C6 2.86880 0.56497 1.92495  0.06
C7 1.81951 0.22233 2.69721  0.06
C8 1.63162 1.24511 3.73618  -0.41
O2 0.80368 1.40010 4.60549  0.13
O3 2.67866 2.16972 3.55840  0.09
C9 3.47555 1.79417 2.46002  -0.40
O4 4.44012 2.44930 2.13558  0.14
H9 3.24708 0.05969 1.04029  0.10
H10 1.17022 -0.64004 2.60544  0.13

Computed properties:
Net charge = -1



[3]
C3H9N3O | ωB97M-V with the def2-TZVPD basis set

Last column: Löwdin charge in e.
Geometry (Å):
C1 -0.88508 -1.60942 0.72384  -0.20
C2 -1.05770 0.66501 1.20618  -0.10
C3 0.63145 -0.29832 -0.19747  -0.43
H1 -0.44148 -2.33161 0.06398  0.07
H2 -1.96976 -1.84981 1.18029  0.14
H3 -0.25028 -1.66922 1.63359  0.05
H4 -0.73333 1.74667 1.33132  0.08
H5 -2.21383 0.89458 1.36444  0.10
H6 -0.58037 -0.09497 2.25737  0.17
H7 2.20492 -1.23015 -0.48409  0.02
H8 1.92291 0.90160 -1.27443  0.15
H9 -0.73490 1.20735 -1.99537  0.19
N1 -0.75684 -0.32115 0.13478  -0.20
N2 1.51384 -1.21094 0.22469  0.11
N3 0.93103 0.89757 -0.95428  -0.04
O1 -0.14401 1.79045 -1.28860  -0.09

Computed properties:
ΔE to the lowest compared entry with this formula, charge and spin = 140.6 kcal per mole



[4]
C2H5NO | ωB97M-V with the def2-TZVPD basis set

Last column: Löwdin charge in e.
Geometry (Å):
C1 0.99016 0.21205 -0.25202  -0.20
N1 0.08620 -0.86692 -0.62044  -0.08
C2 -2.18716 0.12030 1.02040  0.01
O1 -1.64916 0.85901 1.69633  0.03
H1 0.94121 0.42973 0.82108  0.06
H2 2.02019 -0.08270 -0.48191  0.06
H3 0.78676 1.15302 -0.78007  0.07
H4 -0.40145 -0.70383 -1.48901  0.06
H5 -0.58676 -1.12067 0.08565  -0.01

Computed properties:
ΔE to the lowest compared entry with this formula, charge and spin = 30.7 kcal per mole



[5]
C2H7N2O | ωB97M-V with the def2-TZVPD basis set

Last column: Löwdin charge in e.
Geometry (Å):
C1 0.63513 -1.92486 -0.10375  -0.36
N1 0.75100 -0.93530 0.91552  0.06
O1 -0.40085 -2.41232 -0.41533  0.10
H1 1.63026 -2.18839 -0.49685  0.14
H2 0.12735 -1.14051 1.68970  0.12
H3 1.70008 -0.77287 1.22213  0.11
C2 -1.16692 1.98077 -0.29559  0.15
N2 -0.23524 1.18511 -0.63448  0.18
H4 -1.49666 1.97259 0.73869  0.12
H5 -1.61716 2.68230 -0.98749  0.12
H6 0.00840 1.19541 -1.62114  0.15
H7 0.06460 0.35806 -0.01141  0.09

Computed properties:
Net charge = +1
ΔE to the lowest compared entry with this formula, charge and spin = 30.7 kcal per mole



What gap between HOMO and LUMO values result from the calculations? In sequence: 7.85; 5.13; 9.81; 10.26; 9.35 eV.
What largest force on an atom values result from the calculations? In sequence: 0.01021; 0.04032; 0.08742; 0.02904; 0.02621 hartree/bohr.